Arrangement A

11
Properties=species:S:1:pos:R:3 method="wB97M-V/def2-TZVPD" orbital_gap_ev=4.81 homo_energy_ha=-0.500 charge=+1 spin_multiplicity=1
C -0.6070 0.5570 1.1328
C 0.3951 0.3129 0.2785
N 0.5377 -2.0691 -2.1278
N -0.6583 1.6319 1.9763
H -1.5258 -0.0273 1.1244
H 1.0663 1.0916 -0.0925
H 0.5219 -1.2972 -1.4630
H 1.4409 -2.4926 -2.3496
H 0.2210 -1.7169 -3.0296
H -1.3003 1.5612 2.7481
H -0.0915 2.4487 1.8025



Arrangement B

11
Properties=species:S:1:pos:R:3 method="wB97M-V/def2-TZVPD" orbital_gap_ev=5.89 homo_energy_ha=-0.546 charge=+1 spin_multiplicity=1
C 0.0166 0.7829 -0.1035
C -1.2896 0.6903 -0.0006
N -2.0555 -0.4327 0.1509
N 2.2921 -0.8756 -0.2510
H 0.5131 1.7413 -0.2922
H -1.9278 1.5893 -0.0635
H -2.9123 -0.3756 0.6787
H -1.6902 -1.3712 0.1326
H 2.8324 -0.2043 -0.7922
H 2.8230 -1.1512 0.5691
H 1.3983 -0.3931 -0.0282



Pick arrangement A: it beats the second-best structure by 0.0067 hartree.



Arrangement A

11
Properties=species:S:1:pos:R:3 method="wB97M-V/def2-TZVPD" orbital_gap_ev=8.75 homo_energy_ha=-0.480 charge=+1 spin_multiplicity=1
C 0.2089 -0.6160 -0.3162
C 1.3452 1.0106 0.0200
N 0.2102 0.7011 -0.6340
N 1.4622 -0.3110 0.4311
H -0.3455 -1.4981 -0.4612
H -1.1835 -3.1922 -0.1163
H -1.9915 -3.1296 -0.4477
H 1.8773 1.8598 0.1607
H -0.4107 1.3459 -1.0108
H 1.2698 -0.6025 1.3685
H 2.3175 -0.8320 0.2172



Arrangement B

11
Properties=species:S:1:pos:R:3 method="wB97M-V/def2-TZVPD" smiles="CNC=[NH2+]" orbital_gap_ev=9.99 homo_energy_ha=-0.554 charge=+1 spin_multiplicity=1
C -0.2095 -0.1858 1.3407
C 0.3267 -0.2723 -1.2881
N 0.6800 -0.7816 0.0235
N -0.4908 1.0420 1.3138
H -0.3988 -0.8182 2.1737
H 0.6020 0.7539 -1.4781
H 0.7621 -0.9610 -2.1039
H -0.7530 -0.4843 -1.3534
H 0.4099 -1.7423 -0.1376
H -1.1130 1.5834 1.9611
H -0.2236 1.4330 0.4249



Pick arrangement B: it beats the second-best structure by 0.1248 hartree.



Arrangement A

11
Properties=species:S:1:pos:R:3 method="wB97M-V/def2-TZVPD" orbital_gap_ev=9.22 homo_energy_ha=-0.534 charge=+1 spin_multiplicity=1
C -2.2136 -0.4978 0.2990
N -1.1836 -0.1584 0.9694
H -2.3215 -0.1216 -0.7171
H -3.0263 -1.1180 0.6706
H -1.2861 -0.6737 1.8491
C 1.6684 0.3577 0.1345
N 1.7374 0.4822 -1.1334
H 1.9844 1.1844 0.7564
H 1.2597 -0.5774 0.4950
H 1.4659 -0.2637 -1.7643
H 1.9155 1.3863 -1.5592



Arrangement B

11
Properties=species:S:1:pos:R:3 method="wB97M-V/def2-TZVPD" smiles="C/N=C/[NH3+]" orbital_gap_ev=9.90 homo_energy_ha=-0.545 charge=+1 spin_multiplicity=1
C 0.0960 0.5227 -0.1972
C 0.8107 -1.5151 0.7618
N -1.0071 1.1956 -0.7019
N -0.1321 -0.7074 0.1065
H 0.9714 1.0914 -0.1751
H 1.6172 -1.8553 0.1873
H 0.1680 -2.3361 1.1806
H 1.1363 -0.9802 1.7641
H -1.4359 1.9291 0.0059
H -0.7360 1.9861 -1.2257
H -1.4884 0.6691 -1.7061



Pick arrangement A: it beats the second-best structure by 0.0620 hartree.